ORCA calculation (ωB97M-V/def2-TZVPD) on the molecule CHNO4 in a non-equilibrium geometry.

Summary:
Relative energy (zero: lowest compared OMol25 entry of this formula, charge and spin) = 2.935 eV
Net charge = 0
LUMO = -0.2501 eV
Highest occupied orbital energy = -11.72 eV
HOMO-LUMO gap = 0.4214 Eh
SMILES string = O=CO[N+](=O)[O-]

Each line ends with the Löwdin charge.
Element x y z (Å)
O1 -1.75 -0.17 -0.76  0.183
C1 -0.65 -0.42 -0.47  -0.094
O2 0.40 -0.19 -1.68  0.013
N1 1.44 0.56 -1.32  -0.467
O3 2.31 0.69 -2.13  0.146
O4 1.37 1.03 -0.18  0.045
H1 0.12 -0.73 0.31  0.174



ORCA calculation (ωB97M-V/def2-TZVPD) on a cluster of 2 separate species, CHNOS in total in a non-equilibrium geometry.

Summary:
Relative energy (zero: lowest compared OMol25 entry of this formula, charge and spin) = 3.248 eV
Net charge = 0
LUMO (alpha / beta) = -3.4804 / -3.2297 eV
Highest occupied orbital energy (alpha / beta) = -11.03 / -10.89 eV
HOMO-LUMO gap (alpha / beta) = 0.2775 / 0.2814 Eh

Each line ends with the Löwdin charge.
Element x y z (Å)
C1 3.14 0.11 0.15  -0.266
N1 4.14 0.60 0.02  -0.034
O1 0.10 -0.48 0.73  -0.473
S1 1.04 -1.51 -0.19  0.812
H1 -0.48 -0.20 0.08  -0.039



ORCA calculation (ωB97M-V/def2-TZVPD) on a structure of composition CHNOS2 in a non-equilibrium geometry.

Summary:
Relative energy (zero: lowest compared OMol25 entry of this formula, charge and spin) = 1.084 eV
Net charge = 0
LUMO (alpha / beta) = -2.6901 / -2.6904 eV
Highest occupied orbital energy (alpha / beta) = -10.03 / -10.03 eV
HOMO-LUMO gap (alpha / beta) = 0.2699 / 0.2699 Eh

Each line ends with the Löwdin charge.
Element x y z (Å)
C1 -1.15 0.69 0.25  -0.659
N1 -0.67 1.71 0.56  0.128
O1 -1.54 -0.36 -0.24  -0.179
S1 1.49 -0.56 0.38  0.377
S2 0.22 -1.81 -0.25  0.417
H1 1.65 0.33 -0.70  -0.083



ORCA calculation (ωB97M-V/def2-TZVPD) on the ion CHO2S2 with charge -1 in a non-equilibrium geometry.

Summary:
Relative energy (zero: lowest compared OMol25 entry of this formula, charge and spin) = 1.004 eV
Net charge = -1
LUMO = 3.7200 eV
Highest occupied orbital energy = -3.54 eV
HOMO-LUMO gap = 0.2667 Eh

Each line ends with the Löwdin charge.
Element x y z (Å)
C1 2.66 -0.55 0.21  -1.344
O1 2.46 -1.78 0.24  -0.141
O2 -0.10 0.31 0.62  -0.539
S1 3.96 0.49 -0.23  0.345
S2 1.61 0.81 0.32  0.688
H1 0.18 -0.65 0.62  -0.010



ORCA calculation (ωB97M-V/def2-TZVPD) on a structure of composition CHO3Pd in a non-equilibrium geometry.

Summary:
Expectation value of S² = 2.0053
Net charge = +1
LUMO (alpha / beta) = -8.2503 / -9.7919 eV
Highest occupied orbital energy (alpha / beta) = -16.50 / -17.84 eV
2S+1 = 3
HOMO-LUMO gap (alpha / beta) = 0.3030 / 0.2958 Eh

Each line ends with the Löwdin charge.
Element x y z (Å)
C1 -0.69 0.12 -0.14  -0.574
O1 -0.37 -1.08 0.27  0.308
O2 0.59 -0.05 -0.50  -0.122
Pd1 2.18 0.27 0.08  1.144
O3 -1.56 0.78 0.27  0.304
H1 3.59 0.39 0.38  -0.060



ORCA calculation (ωB97M-V/def2-TZVPD) on a cluster of 2 separate species, CN2O2 in total in a non-equilibrium geometry.

Summary:
Relative energy (zero: lowest compared OMol25 entry of this formula, charge and spin) = 4.198 eV
Net charge = 0
LUMO = 0.8302 eV
Highest occupied orbital energy = -12.15 eV
HOMO-LUMO gap = 0.4769 Eh

Each line ends with the Löwdin charge.
Element x y z (Å)
C1 -1.39 -0.26 0.12  -0.008
N1 0.71 1.36 0.23  0.243
N2 1.00 0.31 0.32  -0.368
O1 -1.42 -0.78 -0.89  0.050
O2 1.50 -0.75 0.39  0.082



ORCA calculation (ωB97M-V/def2-TZVPD) on a cluster of 2 separate species, CN2O2S in total in a non-equilibrium geometry.

Summary:
Relative energy (zero: lowest compared OMol25 entry of this formula, charge and spin) = 7.319 eV
Net charge = 0
LUMO (alpha / beta) = -4.1544 / -4.1561 eV
Highest occupied orbital energy (alpha / beta) = -12.40 / -12.40 eV
HOMO-LUMO gap (alpha / beta) = 0.3030 / 0.3029 Eh

Each line ends with the Löwdin charge.
Element x y z (Å)
C1 1.74 0.15 0.04  -0.105
N1 2.81 -0.23 0.01  0.055
N2 -0.28 1.27 -0.07  -0.072
O1 -2.58 0.13 -0.01  -0.252
O2 -0.53 -1.30 -0.05  -0.292
S1 -1.15 -0.02 0.08  0.667



ORCA calculation (ωB97M-V/def2-TZVPD) on a cluster of 2 separate species, CN2O2S in total in a non-equilibrium geometry.

Summary:
Relative energy (zero: lowest compared OMol25 entry of this formula, charge and spin) = 4.975 eV
Net charge = 0
LUMO (alpha / beta) = -3.6363 / -3.6381 eV
Highest occupied orbital energy (alpha / beta) = -11.21 / -11.21 eV
HOMO-LUMO gap (alpha / beta) = 0.2783 / 0.2782 Eh

Each line ends with the Löwdin charge.
Element x y z (Å)
C1 -0.48 1.06 1.30  -0.472
N1 0.49 0.59 0.76  0.173
N2 -0.31 -1.21 -0.24  -0.257
O1 -1.35 1.54 1.86  0.210
O2 1.38 -0.56 -2.04  -0.498
S1 0.27 -1.42 -1.64  0.844